Below is C4H8ClN in the gas phase, with properties calculated with ωB97M-V/def2-TZVPD.

Geometry as XYZ:
```
14
Properties=species:S:1:pos:R:3
C 1.932 -0.415 -0.043
C 0.664 -1.226 -0.155
C -0.540 -0.633 0.150
Cl -1.999 -1.538 0.022
C -0.747 0.784 0.496
N -1.646 1.450 -0.344
H 2.055 -0.302 0.978
H 2.887 -0.964 -0.363
H 1.891 0.508 -0.608
H 0.742 -2.225 -0.557
H -1.256 0.744 1.381
H 0.125 1.415 0.586
H -1.546 1.326 -1.387
H -2.561 1.076 -0.156
```

For the HOMO energy, the calculation gives -0.3300 hartree. The gap between HOMO and LUMO comes out at 9.958 eV. The value obtained for the total energy is -672.110621 Ha. Its largest force on an atom is 4.36 eV/Å. Its SMILES is C/C=C(/Cl)CN. As for the relative energy (zero: lowest compared OMol25 entry of this formula, charge and spin): 68.5 kJ/mol.

Below is C4H8ClN in the gas phase, with properties calculated with ωB97M-V/def2-TZVPD.

Geometry as XYZ:
```
14
Properties=species:S:1:pos:R:3
N 1.056 1.496 0.175
C 1.389 0.141 -0.142
C 0.333 -0.988 0.094
C -1.002 -0.584 -0.419
C -1.955 -0.299 0.426
Cl -3.310 0.502 -0.093
H 1.661 2.142 -0.233
H -0.003 1.667 0.168
H 2.265 -0.227 0.482
H 1.658 0.034 -1.194
H 0.153 -1.044 1.205
H 0.689 -1.910 -0.410
H -1.065 -0.346 -1.464
H -1.868 -0.583 1.403
```

For the HOMO energy, the calculation gives -0.3292 hartree. The gap between HOMO and LUMO comes out at 10.048 eV. The value obtained for the total energy is -672.105116 Ha. Its largest force on an atom is 4.23 eV/Å. Its SMILES is NCC/C=C/Cl. As for the relative energy (zero: lowest compared OMol25 entry of this formula, charge and spin): 83.0 kJ/mol.

Below is a gas-phase ion, C4H8ClN2 (charge +1), with properties calculated with ωB97M-V/def2-TZVPD.

Geometry as XYZ:
```
15
Properties=species:S:1:pos:R:3
C -0.123 -1.645 0.738
C -0.839 -0.478 0.066
N -0.107 0.097 -0.998
C 0.133 1.300 -0.515
N 0.701 2.319 -1.091
C -0.408 1.108 0.889
Cl -1.509 2.354 1.547
H 1.002 -1.556 0.529
H -0.645 -2.603 0.579
H -0.270 -1.644 1.860
H -1.862 -0.765 0.096
H 0.344 -0.492 -1.741
H 0.631 3.321 -0.717
H 1.265 2.251 -2.023
H 0.422 0.756 1.457
```

For the HOMO energy, the calculation gives -0.5341 hartree. The gap between HOMO and LUMO comes out at 10.865 eV. The value obtained for the total energy is -726.609271 Ha. Its largest force on an atom is 4.72 eV/Å. Its SMILES is C[C@@H]1NC(=[NH2+])[C@H]1Cl. As for the charge: +1. As for the relative energy (zero: lowest compared OMol25 entry of this formula, charge and spin): 220.9 kJ/mol.

Below is 2 unconnected molecules or ions with the total composition C4H8ClN4, with properties calculated with ωB97M-V/def2-TZVPD.

Geometry as XYZ:
```
17
Properties=species:S:1:pos:R:3
C -0.274 -2.478 -1.417
C -0.704 -1.769 -2.637
C -0.495 -1.679 -0.381
C -1.232 -0.365 -0.976
N -1.256 -0.626 -2.413
N -0.928 1.135 -0.790
N 0.284 1.334 -0.555
N 2.307 -0.144 -0.281
Cl -0.434 -1.893 1.285
H 0.138 -3.462 -1.222
H -0.672 -2.269 -3.625
H -2.305 -0.353 -0.569
H 0.447 2.331 -0.225
H 1.473 0.595 -0.183
H 2.091 -1.080 0.040
H 3.288 0.162 0.027
H 2.518 -0.326 -1.212
```

For the HOMO energy, the calculation gives -0.4972 hartree. The gap between HOMO and LUMO comes out at 9.154 eV. The value obtained for the total energy is -836.072832 Ha. Its largest force on an atom is 3.68 eV/Å. As for the charge: +1. As for the relative energy (zero: lowest compared OMol25 entry of this formula, charge and spin): 383.3 kJ/mol.

Below is C4H8ClNO in the gas phase, with properties calculated with ωB97M-V/def2-TZVPD.

Geometry as XYZ:
```
15
Properties=species:S:1:pos:R:3
C 0.717 -0.392 -0.735
C 0.056 1.012 -0.338
C 2.515 -0.512 0.838
C -1.383 0.648 0.043
N 1.281 -0.957 0.436
O 0.808 1.678 0.549
Cl 3.613 0.180 -0.305
H -0.045 -0.980 -1.117
H 1.538 -0.210 -1.397
H 0.236 1.530 -1.359
H 3.027 -0.649 1.833
H -1.850 1.598 0.222
H -1.399 -0.093 0.808
H -2.009 0.190 -0.695
H 0.585 -1.247 1.146
```

For the HOMO energy (spin up / spin down), the calculation gives -0.2786 / -0.2786 hartree. The gap between HOMO and LUMO (spin up / spin down) comes out at 6.950 / 6.951 eV. The value obtained for the total energy is -747.260994 Ha. Its largest force on an atom is 3.08 eV/Å. As for the relative energy (zero: lowest compared OMol25 entry of this formula, charge and spin): 361.2 kJ/mol.

Below is C4H8ClNS in the gas phase, with properties calculated with ωB97M-V/def2-TZVPD.

Geometry as XYZ:
```
15
Properties=species:S:1:pos:R:3
C -0.417 0.800 0.474
C 0.258 -0.599 0.044
C -2.638 -0.125 0.734
C 0.425 -0.596 -1.499
N -1.604 0.680 1.252
S -0.653 -2.047 0.470
Cl -3.061 0.172 -0.812
H 0.324 1.459 0.955
H -0.533 1.113 -0.492
H 1.191 -0.862 0.597
H -3.282 -0.575 1.379
H -0.551 -0.656 -2.098
H 0.980 -1.540 -1.767
H 1.004 0.291 -1.707
H -1.392 0.401 2.271
```

For the HOMO energy (spin up / spin down), the calculation gives -0.2774 / -0.2774 hartree. The gap between HOMO and LUMO (spin up / spin down) comes out at 7.015 / 7.018 eV. The value obtained for the total energy is -1070.241567 Ha. Its largest force on an atom is 6.03 eV/Å. As for the relative energy (zero: lowest compared OMol25 entry of this formula, charge and spin): 217.4 kJ/mol.

Below is 2 unconnected molecules or ions with the total composition C4H8ClNSi, with properties calculated with ωB97M-V/def2-TZVPD.

Geometry as XYZ:
```
15
Properties=species:S:1:pos:R:3
C 1.583 -1.160 -1.039
Si 1.506 -0.135 0.376
C 1.061 -0.831 2.118
Cl 2.022 1.768 0.843
H 1.477 -0.937 -2.055
H 1.880 -2.228 -0.819
H 0.045 -0.309 2.430
H 0.959 -1.958 2.240
H 1.963 -0.658 2.851
C -1.594 0.618 -1.889
C -2.223 1.157 -0.868
N -2.681 1.487 0.203
H -0.522 0.490 -2.213
H -2.245 0.352 -2.618
H -3.232 2.346 0.439
```

For the HOMO energy (spin up / spin down), the calculation gives -0.2982 / -0.2982 hartree. The gap between HOMO and LUMO (spin up / spin down) comes out at 8.428 / 8.429 eV. The value obtained for the total energy is -961.547591 Ha. Its largest force on an atom is 3.21 eV/Å. Its SMILES is C=[Si](C)Cl.C=C=N. As for the relative energy (zero: lowest compared OMol25 entry of this formula, charge and spin): 268.5 kJ/mol.

Below is C4H8ClOP in the gas phase, with properties calculated with ωB97M-V/def2-TZVPD.

Geometry as XYZ:
```
15
Properties=species:S:1:pos:R:3
C 1.471 0.083 0.741
C 0.144 0.357 0.689
C -0.671 0.864 1.853
P -0.797 -0.204 -0.704
C 0.316 -0.900 -1.986
O -1.517 1.127 -1.650
Cl -2.052 -1.613 -0.143
H 1.945 -0.321 -0.178
H 2.057 0.328 1.595
H -1.031 1.908 1.762
H -1.487 0.193 2.005
H -0.011 1.013 2.715
H -0.245 -0.967 -2.810
H 1.080 -0.011 -2.054
H 0.798 -1.857 -1.834
```

For the HOMO energy, the calculation gives -0.3364 hartree. The gap between HOMO and LUMO comes out at 9.506 eV. The value obtained for the total energy is -1033.954996 Ha. Its largest force on an atom is 9.20 eV/Å. Its SMILES is C=C(C)[P@](C)(=O)Cl. As for the relative energy (zero: lowest compared OMol25 entry of this formula, charge and spin): 209.7 kJ/mol.

Below is 2 unconnected molecules or ions with the total composition C4H8F2N, with properties calculated with ωB97M-V/def2-TZVPD.

Geometry as XYZ:
```
15
Properties=species:S:1:pos:R:3
C 0.750 -0.140 -0.469
C -1.555 -0.627 -1.218
C -0.662 -0.303 -0.230
C -1.190 -0.120 1.188
N 1.206 -0.203 -1.662
F -2.839 -0.801 -0.943
F 1.822 -1.410 1.618
H 1.467 -0.029 0.350
H -1.280 -0.679 -2.254
H -1.258 1.004 1.388
H -0.498 -0.642 1.913
H -2.272 -0.346 1.283
H 2.262 -2.057 2.154
H 2.162 -0.167 -1.773
H 0.528 -0.237 -2.517
```

For the HOMO energy, the calculation gives -0.5297 hartree. The gap between HOMO and LUMO comes out at 9.049 eV. The value obtained for the total energy is -411.400522 Ha. Its largest force on an atom is 3.72 eV/Å. As for the charge: +1. As for the relative energy (zero: lowest compared OMol25 entry of this formula, charge and spin): 64.6 kJ/mol.

Below is C4H8F2N2O in the gas phase, with properties calculated with ωB97M-V/def2-TZVPD.

Geometry as XYZ:
```
17
Properties=species:S:1:pos:R:3
C -1.514 -0.305 1.026
C -0.796 0.158 -0.205
F -0.901 -0.720 -1.244
C 0.758 0.008 0.155
C 1.609 0.370 -1.012
N 1.147 0.846 1.213
O 1.424 2.036 1.133
N 1.337 -0.084 2.712
F 1.912 0.777 3.540
H -1.415 0.317 1.810
H -2.598 -0.399 0.946
H -1.088 -1.236 1.291
H -1.131 1.167 -0.547
H 0.756 -1.109 0.222
H 2.649 0.324 -0.713
H 1.517 -0.237 -1.835
H 1.394 1.300 -1.444
```

For the HOMO energy (spin up / spin down), the calculation gives -0.3806 / -0.3230 hartree. The gap between HOMO and LUMO (spin up / spin down) comes out at 10.569 / 8.112 eV. The value obtained for the total energy is -541.436995 Ha. Its largest force on an atom is 5.75 eV/Å. Its SMILES is C[C@H](F)[C@@H](C)/[N+]([O-])=N/F. As for the relative energy (zero: lowest compared OMol25 entry of this formula, charge and spin): 657.3 kJ/mol.